Formula: C4H7NO
Source: the Open Molecules 2025 dataset
Level of theory: ωB97M-V/def2-TZVPD

Last column: natural (NBO) charge in e.
Positions of all 13 atoms, in Å:
C -1.042 -0.997 -0.197  -0.645
C 0.133 0.095 0.295  0.202
C 1.557 0.067 -0.336  -0.616
O 0.423 0.319 1.666  -0.697
C -0.659 1.251 -0.235  0.233
N -1.498 1.910 -0.690  -0.320
H -1.203 -2.104 -0.190  0.237
H -1.957 -0.606 0.252  0.219
H -1.188 -0.730 -1.245  0.225
H 2.183 0.946 -0.082  0.234
H 1.489 0.040 -1.422  0.218
H 2.113 -0.801 0.031  0.228
H -0.337 0.675 2.149  0.482

## Properties
Energy above the lowest of the compared OMol25 structures with the same formula, charge and spin   51.2 kcal/mol
Gap between HOMO and LUMO   11.9 eV
Structure (SMILES)   CC(C)(O)C#N
HOMO level   -11.20 eV